(1)
This record from the Open Molecules 2025 dataset describes C34H23ClF5IrNO3SSi as an isolated structure at a distorted geometry. The level of theory is the ωB97M-V functional and the def2-TZVPD basis.

XYZ file:
```
70
Properties=species:S:1:pos:R:3:forces:R:3
Ir 0.15602 -0.14975 0.22504 -4.008 -1.221 0.283
F 2.45029 0.46788 2.31880 -0.276 0.072 0.312
C 1.29556 0.70813 2.98529 0.227 -0.131 -0.436
C 0.09524 0.53296 2.30574 1.279 -0.201 -0.793
C -1.04820 0.80931 3.04944 -0.245 -0.249 -0.589
F -2.25537 0.66115 2.48062 0.100 0.042 0.067
C -1.00762 1.23080 4.37649 0.094 -0.023 0.031
F -2.14093 1.47968 5.04429 0.297 -0.064 -0.238
C 0.21776 1.38555 5.01500 0.009 0.056 -0.081
F 0.27423 1.80629 6.28242 -0.028 -0.190 -0.412
C 1.38507 1.11639 4.30885 0.020 -0.007 0.024
F 2.57863 1.24926 4.90037 -0.313 0.006 -0.140
C 2.04508 -2.57953 -5.33451 -0.133 -0.027 -0.010
C 3.23479 -2.06705 -4.84178 0.027 0.006 0.007
C 3.25193 -1.40055 -3.62940 0.198 0.186 0.262
C 2.08255 -1.23432 -2.89403 -1.238 0.251 0.946
C 0.89712 -1.75752 -3.39395 -0.026 -0.037 -0.050
C 0.87480 -2.42042 -4.61044 -0.090 -0.182 -0.033
Si 2.10611 -0.28101 -1.21785 2.677 0.314 -0.855
C 3.55902 -1.14373 -0.27154 -1.513 0.788 -0.160
C 3.33560 -2.30083 0.45966 -0.043 -0.144 0.121
C 4.34868 -2.85332 1.22268 -0.052 -0.146 -0.035
C 5.59634 -2.25342 1.25037 0.031 -0.081 0.079
C 5.83026 -1.11178 0.50440 0.173 0.001 -0.134
C 4.81742 -0.56174 -0.26255 0.138 0.146 0.085
C 2.67771 1.50085 -1.64995 -0.754 -0.958 0.598
C 3.06391 2.34867 -0.61631 0.063 0.015 0.003
C 3.52775 3.62061 -0.88841 0.029 0.110 0.177
C 3.58461 4.07239 -2.19675 0.013 0.009 -0.037
C 3.18934 3.24151 -3.23097 0.087 0.074 -0.043
C 2.72803 1.96508 -2.95760 -0.038 -0.162 -0.142
H 2.03131 -3.10492 -6.27873 -0.003 -0.015 -0.063
H 4.15179 -2.19341 -5.39961 0.051 0.025 -0.020
H 4.18288 -1.00519 -3.25003 0.162 0.031 0.026
H -0.01730 -1.64358 -2.82827 -0.207 -0.045 -0.008
H -0.06018 -2.81262 -4.98578 -0.040 -0.070 -0.036
H 2.36324 -2.77263 0.43136 -0.079 -0.071 0.080
H 4.15678 -3.74778 1.79545 0.031 -0.107 0.065
H 6.38705 -2.68432 1.84640 0.068 0.000 0.076
H 6.80367 -0.64392 0.51785 0.100 0.009 -0.013
H 5.01001 0.32137 -0.85205 0.029 0.189 0.023
H 3.01770 1.99767 0.40201 0.044 -0.008 0.251
H 3.85250 4.25684 -0.07905 -0.012 0.105 0.079
H 3.93432 5.07207 -2.40724 0.068 0.082 -0.031
H 3.24914 3.58432 -4.25337 -0.030 0.015 -0.071
H 2.41951 1.32296 -3.76959 -0.060 -0.035 -0.118
C -0.14703 4.85135 -4.13392 -0.065 0.019 0.034
C -0.01213 3.46778 -4.67034 -0.390 -0.411 0.262
C 0.89343 3.15405 -5.66265 -0.106 -0.283 -0.031
C 1.02557 1.84447 -6.10475 -0.495 -0.167 0.373
Cl 2.15059 1.47409 -7.35473 0.333 -0.093 -0.304
C 0.26028 0.83090 -5.54708 0.433 0.313 -0.403
C -0.65827 1.13010 -4.55907 -0.303 0.430 0.429
C -0.82670 2.44742 -4.13252 0.766 -0.211 -0.821
O -1.75764 2.86684 -3.24795 -0.376 0.391 0.312
C -2.44016 1.92995 -2.46052 0.207 -0.181 0.256
C -1.47641 1.26339 -1.46706 -0.131 1.246 -0.848
O -1.69079 0.07071 -1.15396 1.213 -1.724 1.067
O -0.51316 1.91206 -1.03449 0.931 -0.411 0.918
H 0.57912 5.51154 -4.59503 0.071 0.141 -0.053
H 0.00980 4.84134 -3.05595 -0.015 0.084 0.073
H -1.15066 5.22937 -4.32001 -0.050 0.142 0.047
H 1.50178 3.93063 -6.09840 0.099 0.107 -0.050
H 0.37920 -0.18341 -5.89151 0.041 -0.066 -0.008
H -1.23535 0.32448 -4.13284 -0.135 -0.079 0.054
H -2.95255 1.16150 -3.04949 0.057 0.103 0.078
H -3.17530 2.50200 -1.88633 0.047 -0.157 -0.098
S -0.47640 -2.57217 0.81215 1.748 2.544 0.589
C -1.58369 -2.80749 -0.38532 -0.485 -0.077 -0.659
N -2.35013 -3.06953 -1.20477 -0.224 -0.017 -0.264
```
Forces are in eV/Å.

LUMO level (spin up / spin down): -0.11216 / -0.10887 Eh
2S+1: 2
HOMO-LUMO gap (spin up / spin down): 5.43 / 5.52 eV
strongest force on any atom: 4.2 eV/A

---

(2)
This record from the Open Molecules 2025 dataset describes C35H52IrN5O2PS as an isolated structure at a distorted geometry. The level of theory is the ωB97M-V functional and the def2-TZVPD basis.

XYZ file:
```
97
Properties=species:S:1:pos:R:3:forces:R:3
Ir -1.30278 0.04098 -0.97376 -1.549 2.492 -0.364
O -2.05638 -1.29352 0.66164 2.112 -0.176 -3.033
C -2.67248 -1.10152 1.75914 -1.107 1.086 1.902
C -2.57588 -2.06122 2.80774 0.347 0.153 -0.740
C -3.17078 -1.85882 4.02284 -0.135 0.143 -0.061
C -3.94458 -0.71692 4.26254 -0.125 0.356 -0.123
C -4.13058 0.19638 3.24924 -0.082 -0.246 0.569
C -3.50548 0.04448 2.00514 0.545 -0.606 -0.561
C -3.77378 0.99628 0.98154 -0.115 -0.527 0.957
N -3.22048 1.07658 -0.17246 2.372 -0.883 -0.438
C -3.69018 2.06548 -1.10816 0.186 0.528 -1.000
C -2.50518 2.84198 -1.68126 -0.765 0.184 0.826
N -1.55298 1.92748 -2.26686 0.659 -2.086 1.074
C -0.91328 2.29978 -3.31716 0.658 -0.184 -0.617
C 0.13632 1.62478 -4.00556 0.051 -0.920 0.399
C 0.77092 2.28998 -5.06446 0.401 -0.053 -0.392
C 1.81002 1.71598 -5.76016 -0.233 0.308 0.128
C 2.26002 0.43818 -5.40356 -0.250 0.275 -0.086
C 1.66262 -0.25252 -4.38516 -0.503 -0.107 0.748
C 0.56982 0.29868 -3.64836 0.841 2.049 -1.317
O 0.02802 -0.38622 -2.72426 -1.538 -1.835 2.874
H -1.98828 -2.94602 2.61764 0.021 -0.099 0.014
H -3.04298 -2.59522 4.80334 -0.013 -0.049 0.042
H -4.39908 -0.56282 5.22904 -0.079 0.001 0.015
H -4.77548 1.04798 3.41034 -0.040 0.139 0.023
H -4.55198 1.72228 1.23544 0.025 -0.017 -0.251
H -4.40118 2.76268 -0.65036 0.079 -0.190 0.040
H -4.19548 1.53948 -1.92556 -0.070 0.121 0.028
H -2.00198 3.38338 -0.87006 -0.118 0.002 -0.061
H -2.86568 3.57368 -2.41196 0.116 -0.143 0.004
H -1.16788 3.27118 -3.74926 -0.146 -0.037 0.151
H 0.43862 3.28428 -5.32216 -0.054 0.139 -0.079
H 2.28272 2.25398 -6.56486 0.055 0.056 -0.082
H 3.08442 -0.00072 -5.94396 0.088 -0.095 -0.019
H 2.01292 -1.23252 -4.09416 -0.025 -0.105 -0.006
N -2.22308 -2.07192 -2.09576 -0.348 0.426 0.360
N -3.38148 -2.18102 -2.87756 1.073 0.129 -0.777
C -4.61008 -2.13782 -2.32986 -0.995 0.083 1.947
N -5.67318 -2.13522 -3.14106 0.254 0.005 -0.689
S -4.78268 -2.08562 -0.65886 -0.068 -0.067 -0.526
H -1.47098 -2.61362 -2.51796 0.043 0.218 -0.119
H -2.45208 -2.43972 -1.16406 -0.246 -0.049 0.119
H -3.26738 -2.05302 -3.87646 0.253 0.028 0.194
H -5.59688 -2.27142 -4.13756 -0.028 -0.014 0.013
H -6.59438 -2.19472 -2.73526 0.176 0.006 0.098
C 1.93542 -4.46852 0.69314 -0.174 -0.119 -0.082
C 1.25352 -4.01902 -0.59556 0.266 -0.088 0.101
C 1.41722 -2.50382 -0.79316 -0.111 -0.119 -0.146
C 1.46272 -1.76482 0.55134 -0.603 0.272 -0.124
C 0.58212 -2.50882 1.54864 -0.077 -0.151 0.139
C 1.22602 -3.85352 1.90544 0.139 0.072 -0.007
P 0.96952 0.01988 0.33974 0.540 -0.641 -0.253
C 2.36462 0.75858 -0.65546 -0.836 0.080 -0.485
C 3.76672 0.58038 -0.03516 0.023 -0.108 0.498
C 4.29802 1.88008 0.56264 0.118 -0.051 -0.075
C 4.46212 2.95598 -0.51316 -0.009 -0.055 -0.033
C 3.34302 2.87378 -1.56336 -0.065 0.093 0.075
C 2.08672 2.23398 -0.97166 -0.040 0.077 -0.275
C 1.07762 0.86778 2.00624 -0.772 0.242 -0.515
C -0.31058 1.10678 2.60034 -0.115 0.129 -0.024
C -0.22308 2.09838 3.76534 0.031 0.002 0.009
C 1.04062 1.87838 4.60884 -0.054 -0.136 0.103
C 1.53602 0.44688 4.46064 0.040 0.219 0.031
C 2.02492 0.21128 3.02884 0.197 -0.328 0.031
H 2.98402 -4.16402 0.66584 0.048 -0.047 0.002
H 1.91572 -5.55512 0.76894 0.128 0.007 -0.009
H 0.19542 -4.28672 -0.54246 -0.049 -0.021 -0.052
H 1.68172 -4.54762 -1.44756 -0.092 0.022 -0.053
H 0.57902 -2.12672 -1.38316 0.165 0.006 -0.083
H 2.32992 -2.30122 -1.35426 0.010 0.056 -0.096
H 2.49222 -1.76172 0.92474 -0.074 0.276 -0.016
H -0.38598 -2.67282 1.07714 0.071 0.056 0.104
H 0.40732 -1.93142 2.45644 -0.141 0.032 0.014
H 0.45382 -4.53152 2.27184 -0.008 0.010 0.036
H 1.94462 -3.72022 2.71454 -0.008 -0.008 0.104
H 2.33412 0.21008 -1.60256 -0.062 -0.013 0.046
H 4.45772 0.26178 -0.81956 -0.117 -0.115 -0.014
H 3.76742 -0.20142 0.72694 0.125 -0.018 -0.077
H 5.25552 1.68488 1.04724 -0.046 0.020 0.052
H 3.62022 2.23708 1.33834 -0.034 0.010 0.123
H 5.42702 2.84588 -1.00986 0.020 0.023 0.052
H 4.46012 3.93458 -0.03426 0.034 0.056 -0.036
H 3.66682 2.27988 -2.42186 -0.026 0.001 -0.050
H 3.11342 3.87368 -1.93266 -0.023 -0.051 -0.089
H 1.25652 2.30528 -1.67776 -0.015 0.003 0.055
H 1.79972 2.78938 -0.07726 -0.063 0.035 0.082
H 1.46802 1.86058 1.75784 0.029 -0.082 -0.142
H -0.73638 0.16418 2.94224 -0.035 -0.071 -0.024
H -0.97468 1.50128 1.82404 -0.086 -0.050 0.069
H -1.10888 1.98338 4.38884 -0.083 0.028 -0.007
H -0.22508 3.11928 3.38344 -0.092 0.066 -0.042
H 0.83342 2.09988 5.65444 0.054 0.087 -0.002
H 1.83432 2.55408 4.28534 0.053 0.084 0.043
H 0.73512 -0.24762 4.71954 -0.021 -0.096 0.007
H 2.35992 0.25768 5.14814 0.003 -0.083 -0.009
H 2.12662 -0.85992 2.87294 0.083 -0.028 -0.069
H 3.01882 0.64798 2.92294 0.029 -0.022 -0.069
```
Forces are in eV/Å.

LUMO level (spin up / spin down): -0.28372 / -0.32209 Eh
2S+1: 2
HOMO-LUMO gap (spin up / spin down): 5.36 / 4.20 eV
strongest force on any atom: 3.7 eV/A
charge: +2

---

What are the energy values for these records? In order: -3341.35196; -2632.40852 a.u..